The following is a quantum chemistry calculation of 3 unconnected molecules or ions with the total composition C6H17N3P, from the OMol25 dataset.

XYZ file:
```
27
Properties=species:S:1:pos:R:3:mulliken_charge:R:1
C 2.49 -1.84 0.12 -0.51
C 2.37 -0.39 -0.40 -0.52
C 1.05 -2.17 0.37 -0.45
C -2.46 -2.34 0.48 -1.23
C 0.92 3.19 0.31 -0.96
C -2.03 -1.00 0.08 0.45
N 0.92 -0.19 -0.56 -0.26
N 0.28 -1.23 0.01 0.06
N -0.23 2.37 -0.10 -0.61
P -2.33 -0.36 -1.52 0.04
H 2.90 -2.51 -0.63 0.27
H 3.09 -1.93 1.02 0.32
H 2.78 0.34 0.31 0.23
H 2.86 -0.25 -1.37 0.31
H 0.68 -3.10 0.77 0.45
H -3.55 -2.35 0.53 0.39
H -2.09 -2.61 1.47 0.34
H -2.17 -3.10 -0.24 0.37
H 0.66 4.24 0.48 0.36
H 1.33 2.78 1.23 0.32
H 1.67 3.14 -0.48 0.33
H -1.92 -0.27 0.87 0.30
H 0.52 0.74 -0.35 0.36
H -0.63 2.78 -0.94 0.25
H -0.95 2.43 0.62 0.21
H -1.28 0.52 -1.66 0.07
H -1.92 -1.42 -2.32 0.10
```

## Properties
total charge: +1
molar mass: 162.197 u
Kohn-Sham gap: 7.1381 eV
relative energy (zero: lowest compared OMol25 entry of this formula, charge and spin): 63.82 kJ/mol
LUMO energy: -4.752 eV